## a
Molecular formula: C7H14O
Method: DFT, ωB97M-V/def2-TZVPD

Gap between HOMO and LUMO (Eh): 0.3609
Structure (SMILES): C=CC(=C)CCC.O
HOMO (Ha): -0.331

Cartesian coordinates (Å):
1 C -2.55 -1.77 0.38
2 C -1.98 -0.61 0.43
3 C -0.62 -0.14 0.24
4 C 0.05 0.13 1.39
5 C -0.12 -0.13 -1.19
6 C 1.08 -1.02 -1.37
7 C 2.18 -0.31 -2.19
8 H -2.04 -2.82 0.19
9 H -3.68 -1.93 0.48
10 H -2.66 0.27 0.69
11 H 0.95 0.72 1.37
12 H -0.30 -0.14 2.31
13 H -1.13 -0.19 -1.85
14 H 0.25 0.82 -1.53
15 H 0.77 -2.02 -1.85
16 H 1.59 -1.51 -0.46
17 H 3.17 -0.44 -1.83
18 H 2.13 0.77 -2.10
19 H 1.99 -0.43 -3.24
20 O 0.52 3.31 3.42
21 H -0.41 3.24 3.13
22 H 0.81 4.20 3.57

=====

## b
Molecular formula: C7H14O
Method: DFT, ωB97M-V/def2-TZVPD

Gap between HOMO and LUMO (Eh): 0.3623
Structure (SMILES): C=C/C=C(/C)CC.O
HOMO (Ha): -0.329

Cartesian coordinates (Å):
1 C 2.03 0.49 -1.98
2 C 0.99 -0.30 -1.71
3 C 0.06 0.25 -0.58
4 C -0.56 -0.27 0.39
5 C -1.58 0.52 1.22
6 C -0.33 -1.72 0.67
7 C -1.50 -2.42 1.42
8 H 2.75 0.17 -2.88
9 H 2.32 1.33 -1.61
10 H 0.69 -1.16 -2.17
11 H -0.26 1.24 -0.88
12 H -1.54 1.67 1.41
13 H -1.90 -0.09 2.01
14 H -2.55 0.55 0.61
15 H 0.45 -1.73 1.52
16 H 0.14 -2.19 -0.20
17 H -2.40 -2.59 0.86
18 H -1.63 -1.78 2.28
19 H -1.25 -3.33 1.91
20 O 0.99 2.93 0.03
21 H 1.52 3.02 0.80
22 H 1.07 2.11 -0.42

=====

## c
Molecular formula: C7H14O
Method: DFT, ωB97M-V/def2-TZVPD

Gap between HOMO and LUMO (Eh): 0.2715
HOMO (Ha): -0.239

Cartesian coordinates (Å):
1 C -0.45 -0.51 0.07
2 C 0.71 0.22 -0.17
3 C 1.12 0.22 1.93
4 C 0.01 -1.50 -3.15
5 C -1.73 0.10 0.51
6 C 0.95 1.62 2.45
7 C -0.70 -0.55 -2.20
8 O -1.62 0.12 -2.57
9 H -0.33 -1.56 0.31
10 H 0.62 1.27 -0.40
11 H 1.58 -0.29 -0.54
12 H 0.58 -0.54 2.50
13 H 2.15 -0.11 1.81
14 H -0.11 -2.53 -2.81
15 H 1.08 -1.27 -3.13
16 H -0.36 -1.42 -4.18
17 H -1.73 1.19 0.39
18 H -2.52 -0.28 -0.15
19 H -1.98 -0.15 1.54
20 H 1.46 2.34 1.81
21 H -0.10 1.90 2.51
22 H 1.37 1.75 3.46

=====

## d
Molecular formula: C7H14O
Method: DFT, ωB97M-V/def2-TZVPD

Gap between HOMO and LUMO (Eh): 0.3348
Structure (SMILES): C/C=C/C=C/CC.O
HOMO (Ha): -0.309

Cartesian coordinates (Å):
1 C -0.14 3.44 1.22
2 C -0.26 2.07 0.68
3 C -1.37 1.33 0.71
4 C -1.41 -0.07 0.27
5 C -0.35 -0.89 0.26
6 C -0.42 -2.37 -0.12
7 C -0.70 -2.75 -1.60
8 H -0.11 4.20 0.45
9 H 0.85 3.54 1.72
10 H -0.88 3.77 1.95
11 H 0.63 1.68 0.16
12 H -2.23 1.84 1.10
13 H -2.35 -0.58 0.02
14 H 0.63 -0.42 0.41
15 H 0.54 -2.85 0.02
16 H -1.18 -2.79 0.57
17 H -0.12 -2.05 -2.26
18 H -0.40 -3.79 -1.76
19 H -1.76 -2.66 -1.90
20 O 3.92 -0.48 -0.78
21 H 3.58 0.31 -1.21
22 H 3.52 -0.47 0.09

=====

Most stable: d (next structure +0.0629 hartree)

=====

## a
Molecular formula: C2H5NOS
Method: DFT, ωB97M-V/def2-TZVPD

Gap between HOMO and LUMO (Eh): 0.3426
HOMO (Ha): -0.315

Cartesian coordinates (Å):
1 C -1.67 0.73 0.09
2 C 0.67 -0.98 -0.07
3 H -1.72 1.16 1.10
4 H -1.11 1.09 -0.80
5 H -2.81 0.43 -0.57
6 H 0.79 -2.06 -0.21
7 H 3.09 0.60 0.48
8 N 1.16 0.15 -0.27
9 O 2.59 -0.15 0.15
10 S -0.99 -0.97 0.10

=====

## b
Molecular formula: C2H5NOS
Method: DFT, ωB97M-V/def2-TZVPD

Gap between HOMO and LUMO (Eh): 0.3539
Structure (SMILES): CSNC=O
HOMO (Ha): -0.327

Cartesian coordinates (Å):
1 C -0.88 -0.39 -1.18
2 S -1.39 0.67 0.16
3 N -0.09 0.56 1.31
4 C 1.34 0.45 0.80
5 O 1.68 1.14 -0.13
6 H 0.09 -0.26 -1.55
7 H -1.45 -0.39 -2.12
8 H -1.11 -1.26 -0.85
9 H -0.16 -0.26 1.95
10 H 1.98 -0.26 1.60

=====

Most stable: b (next structure +0.1033 hartree)

=====

## a
Molecular formula: C2H3NO3
Method: DFT, ωB97M-V/def2-TZVPD

Gap between HOMO and LUMO (spin up / spin down) (Eh): 0.2449 / 0.3046
<S²>: 2.013
2S+1: 3
HOMO (spin up / spin down) (Ha): -0.217 / -0.389

Cartesian coordinates (Å):
1 C -2.48 -0.79 -1.21
2 C 2.05 0.40 0.87
3 N -1.68 -0.05 -1.55
4 O 2.79 0.80 1.65
5 O -0.09 0.12 0.09
6 O 0.84 0.87 0.88
7 H -2.97 -1.67 -0.76
8 H 2.32 -0.46 0.12
9 H -0.80 0.78 -0.10

=====

## b
Molecular formula: C2H3NO3
Method: DFT, ωB97M-V/def2-TZVPD

Gap between HOMO and LUMO (spin up / spin down) (Eh): 0.1931 / 0.3023
<S²>: 2.006
2S+1: 3
HOMO (spin up / spin down) (Ha): -0.170 / -0.434

Cartesian coordinates (Å):
1 C 2.38 0.03 0.62
2 C -1.06 0.24 -0.30
3 N 1.93 1.08 0.57
4 O -0.42 -0.64 -0.86
5 O -1.03 1.57 -0.64
6 O -1.95 0.12 0.69
7 H 2.85 -0.94 0.59
8 H -0.68 1.67 -1.58
9 H -1.81 -0.71 0.99

=====

Most stable: b (next structure +0.0885 hartree)

=====

## a
Molecular formula: C2H3O3S
Method: DFT, ωB97M-V/def2-TZVPD

Gap between HOMO and LUMO (Eh): 0.2938
Net charge: -1
HOMO (Ha): -0.157

Cartesian coordinates (Å):
1 C 0.70 -1.22 0.41
2 C 0.44 0.13 0.22
3 O -1.13 2.15 0.87
4 O 1.72 -1.88 0.57
5 O -2.14 -0.12 0.50
6 S -1.14 0.86 0.22
7 H -0.23 -1.71 0.51
8 H 1.46 1.19 0.51
9 H -1.69 1.32 -1.17

=====

## b
Molecular formula: C2H3O3S
Method: DFT, ωB97M-V/def2-TZVPD

Gap between HOMO and LUMO (Eh): 0.3397
Structure (SMILES): C=CS(=O)(=O)[O-]
Net charge: -1
HOMO (Ha): -0.185

Cartesian coordinates (Å):
1 C 0.47 -0.10 0.00
2 C -0.78 -0.50 -0.09
3 S -1.26 -2.12 0.44
4 O -0.18 -2.42 1.39
5 O -1.15 -2.80 -0.86
6 O -2.65 -1.91 1.08
7 H 0.74 0.81 -0.38
8 H 1.07 -0.67 0.80
9 H -1.48 0.22 -0.55

=====

Most stable: b (next structure +0.0859 hartree)

=====

## a
Molecular formula: C4H14N2O
Method: DFT, ωB97M-V/def2-TZVPD

Gap between HOMO and LUMO (Eh): 0.3672
Structure (SMILES): CCCNCN.O
HOMO (Ha): -0.335

Cartesian coordinates (Å):
1 C -1.47 -1.96 -0.31
2 C -1.76 -0.79 0.66
3 C -1.12 0.55 0.29
4 N 0.36 0.59 0.39
5 C 0.89 1.56 -0.53
6 N 2.08 2.22 0.02
7 H -1.36 -1.47 -1.28
8 H -0.49 -2.36 -0.06
9 H -2.22 -2.73 -0.28
10 H -1.53 -1.11 1.68
11 H -2.84 -0.61 0.73
12 H -1.36 0.77 -0.75
13 H -1.54 1.34 0.90
14 H 0.63 0.83 1.33
15 H 0.26 2.47 -0.70
16 H 0.85 1.13 -1.55
17 H 2.30 2.96 -0.63
18 H 2.88 1.59 -0.05
19 O 1.77 -1.73 0.44
20 H 2.14 -2.31 -0.24
21 H 1.53 -0.93 -0.08

=====

## b
Molecular formula: C4H14N2O
Method: DFT, ωB97M-V/def2-TZVPD

Gap between HOMO and LUMO (Eh): 0.3274
Structure (SMILES): CC[C@@H](N)CN.O
HOMO (Ha): -0.296

Cartesian coordinates (Å):
1 C 1.30 1.33 -1.17
2 C 0.01 0.48 -1.37
3 C -0.18 -0.57 -0.25
4 N -0.51 0.02 1.04
5 C -1.55 -1.40 -0.57
6 N -1.77 -2.49 0.31
7 H 1.19 2.09 -1.84
8 H 2.20 0.72 -1.31
9 H 1.34 1.92 -0.28
10 H -0.82 1.12 -1.47
11 H 0.27 -0.22 -2.20
12 H 0.50 -1.44 -0.20
13 H -1.38 -0.42 1.56
14 H -0.76 1.00 0.91
15 H -1.44 -1.88 -1.52
16 H -2.48 -0.65 -0.40
17 H -1.96 -3.38 -0.04
18 H -2.44 -2.40 1.04
19 O 2.70 1.67 2.34
20 H 2.90 1.94 3.37
21 H 2.87 2.57 2.03

=====

## c
Molecular formula: C4H14N2O
Method: DFT, ωB97M-V/def2-TZVPD

Gap between HOMO and LUMO (Eh): 0.3886
HOMO (Ha): -0.356

Cartesian coordinates (Å):
1 N -0.09 -1.59 0.22
2 C -2.00 0.39 -1.04
3 C -0.43 0.52 -1.31
4 C 0.36 0.11 -0.07
5 C 1.85 0.37 -0.24
6 N 2.49 0.44 1.08
7 H 0.56 -0.89 0.79
8 H 0.49 -1.90 -0.58
9 H -2.31 0.75 -0.07
10 H -2.09 -0.70 -0.99
11 H -2.57 0.87 -1.84
12 H -0.14 -0.11 -2.17
13 H -0.18 1.59 -1.53
14 H -0.02 0.77 0.73
15 H 2.06 1.28 -0.81
16 H 2.22 -0.50 -0.76
17 H 3.50 0.54 1.02
18 H 2.13 1.20 1.65
19 H -1.40 -1.08 1.42
20 H -2.40 -1.42 2.48
21 O -2.04 -0.65 2.03

=====

Most stable: a (next structure +0.0579 hartree)

=====

## a
Molecular formula: C4H14N2O
Method: DFT, ωB97M-V/def2-TZVPD

Gap between HOMO and LUMO (Eh): 0.3719
Structure (SMILES): C[C@@H](N)CCN.O
HOMO (Ha): -0.338

Cartesian coordinates (Å):
1 C 1.00 2.04 0.40
2 C 0.75 0.59 0.79
3 N 0.59 0.58 2.29
4 C -0.49 -0.07 0.17
5 C -0.95 0.57 -1.12
6 N -1.96 -0.34 -1.80
7 H 1.78 2.46 1.04
8 H 1.38 2.16 -0.61
9 H 0.08 2.59 0.58
10 H 1.59 -0.10 0.60
11 H 0.57 -0.37 2.62
12 H 1.44 0.98 2.68
13 H -1.41 -0.12 0.76
14 H -0.22 -1.10 -0.03
15 H -1.51 1.50 -1.07
16 H -0.13 0.80 -1.80
17 H -1.96 -0.13 -2.79
18 H -2.85 -0.05 -1.41
19 O 1.11 -3.80 -0.34
20 H 0.48 -3.64 -1.06
21 H 0.69 -4.56 0.10

=====

## b
Molecular formula: C4H14N2O
Method: DFT, ωB97M-V/def2-TZVPD

Gap between HOMO and LUMO (Eh): 0.3538
Structure (SMILES): NCCCCN.O
HOMO (Ha): -0.322

Cartesian coordinates (Å):
1 N 2.35 0.77 -1.43
2 C 1.03 0.28 -1.13
3 C 0.02 1.28 -0.44
4 C -0.42 1.03 1.02
5 C -1.75 0.33 1.05
6 N -1.82 -0.84 0.21
7 H 3.10 0.56 -0.81
8 H 2.49 1.72 -1.71
9 H 0.62 -0.20 -2.02
10 H 1.14 -0.60 -0.47
11 H -0.79 1.29 -1.17
12 H 0.64 2.17 -0.46
13 H 0.28 0.32 1.48
14 H -0.42 2.01 1.47
15 H -2.50 1.04 0.66
16 H -2.17 0.18 2.05
17 H -2.51 -0.92 -0.50
18 H -1.28 -1.64 0.43
19 O 0.58 -2.92 1.00
20 H 1.25 -3.38 0.52
21 H 0.14 -2.48 0.25

=====

Most stable: a (next structure +0.0195 hartree)

=====

## a
Molecular formula: C4H14N2O
Method: DFT, ωB97M-V/def2-TZVPD

Gap between HOMO and LUMO (Eh): 0.3576
Structure (SMILES): NCCCCN.O
HOMO (Ha): -0.333

Cartesian coordinates (Å):
1 N 2.07 -1.48 -0.20
2 C 0.61 -1.77 -0.16
3 C -0.28 -0.49 -0.34
4 C -1.55 -0.61 -1.11
5 C -2.72 -1.22 -0.30
6 N -3.70 -0.28 0.24
7 H 2.26 -1.30 -1.18
8 H 2.21 -0.58 0.26
9 H 0.42 -2.39 -1.03
10 H 0.42 -2.23 0.81
11 H -0.42 0.02 0.62
12 H 0.44 0.26 -0.70
13 H -1.41 -1.17 -2.05
14 H -1.90 0.31 -1.59
15 H -3.26 -1.91 -0.95
16 H -2.44 -1.85 0.54
17 H -3.37 0.32 0.99
18 H -4.17 0.36 -0.40
19 O 4.73 4.67 1.57
20 H 4.00 4.14 1.89
21 H 4.47 5.53 1.25

=====

## b
Molecular formula: C4H14N2O
Method: DFT, ωB97M-V/def2-TZVPD

Gap between HOMO and LUMO (Eh): 0.3392
Structure (SMILES): CN(C)CCN.O
HOMO (Ha): -0.306

Cartesian coordinates (Å):
1 C -0.06 -1.79 -1.21
2 N 0.04 -0.69 -0.11
3 C -1.14 -0.82 0.66
4 C 1.32 -0.64 0.59
5 C 1.36 0.58 1.35
6 N 0.76 1.71 0.61
7 H -0.62 -1.27 -1.97
8 H -0.41 -2.68 -0.65
9 H 0.93 -1.87 -1.62
10 H -1.81 -1.89 0.65
11 H -0.78 -0.98 1.61
12 H -1.75 0.06 0.87
13 H 2.13 -0.39 -0.05
14 H 1.53 -1.62 1.09
15 H 2.31 0.82 1.93
16 H 0.62 0.59 2.23
17 H 0.61 2.52 1.14
18 H 1.53 1.85 -0.13
19 O -1.96 1.45 -1.73
20 H -1.36 0.84 -2.22
21 H -1.77 1.30 -0.82

=====

Most stable: a (next structure +0.0814 hartree)

=====

## a
Molecular formula: C4H14N2O
Method: DFT, ωB97M-V/def2-TZVPD

Gap between HOMO and LUMO (Eh): 0.3626
Structure (SMILES): CN(C)CCN.O
HOMO (Ha): -0.330

Cartesian coordinates (Å):
1 C -0.92 -1.31 1.29
2 N -0.02 -0.38 0.59
3 C 1.32 -0.72 1.09
4 C -0.25 1.11 0.55
5 C -0.13 1.44 -0.92
6 N 1.16 1.19 -1.57
7 H -0.72 -1.47 2.35
8 H -1.98 -1.16 1.12
9 H -0.92 -2.28 0.74
10 H 2.08 0.07 1.00
11 H 1.72 -1.52 0.46
12 H 1.37 -0.96 2.16
13 H -1.10 1.43 1.12
14 H 0.61 1.52 1.13
15 H -0.81 0.94 -1.59
16 H -0.36 2.50 -1.10
17 H 1.81 1.92 -1.29
18 H 1.57 0.32 -1.26
19 O -1.80 -1.05 -1.98
20 H -1.30 -0.65 -2.72
21 H -1.31 -0.94 -1.14

=====

## b
Molecular formula: C4H14N2O
Method: DFT, ωB97M-V/def2-TZVPD

Gap between HOMO and LUMO (Eh): 0.3674
Structure (SMILES): C[C@H](N)CCN.O
HOMO (Ha): -0.338

Cartesian coordinates (Å):
1 C -2.46 -0.58 0.13
2 C -1.08 -0.04 0.06
3 N -1.22 1.50 0.31
4 C -0.45 -0.46 -1.35
5 C 0.96 0.19 -1.47
6 N 1.86 -0.33 -0.46
7 H -3.03 -0.18 0.86
8 H -2.33 -1.61 0.35
9 H -2.82 -0.46 -0.90
10 H -0.29 -0.60 0.77
11 H -0.21 1.70 0.45
12 H -1.65 1.39 1.28
13 H -0.47 -1.57 -1.56
14 H -1.12 -0.05 -2.17
15 H 0.75 1.33 -1.51
16 H 1.14 0.04 -2.57
17 H 2.88 -0.32 -0.57
18 H 1.44 -1.22 0.00
19 O 2.51 0.09 3.01
20 H 2.58 0.28 2.05
21 H 3.01 0.90 3.27

=====

Most stable: a (next structure +0.0108 hartree)

=====

## a
Molecular formula: C3H5NS2
Method: DFT, ωB97M-V/def2-TZVPD

Gap between HOMO and LUMO (Eh): 0.3406
Structure (SMILES): C1=NSCSC1
HOMO (Ha): -0.313

Cartesian coordinates (Å):
1 C -0.49 1.27 0.26
2 N -1.55 0.57 0.30
3 S -1.52 -0.96 -0.39
4 C 0.02 -1.64 0.30
5 S 1.49 -0.66 -0.04
6 C 0.72 0.91 -0.52
7 H -0.63 2.25 0.73
8 H -0.07 -1.70 1.43
9 H 0.21 -2.63 -0.11
10 H 0.39 0.87 -1.55
11 H 1.44 1.73 -0.39

=====

## b
Molecular formula: C3H5NS2
Method: DFT, ωB97M-V/def2-TZVPD

Gap between HOMO and LUMO (Eh): 0.3059
Structure (SMILES): C=CN(S)C=S
HOMO (Ha): -0.313

Cartesian coordinates (Å):
1 C -0.88 1.11 1.35
2 C -0.13 0.09 1.04
3 N 0.33 -0.44 -0.19
4 S 1.25 -1.91 -0.08
5 C 0.05 0.06 -1.49
6 S 0.45 -0.73 -2.88
7 H -1.74 1.70 0.76
8 H -0.96 1.29 2.54
9 H 0.62 -0.26 1.88
10 H 1.33 -2.01 -1.46
11 H -0.32 1.11 -1.46

=====

Most stable: a (next structure +0.0551 hartree)